Entry 1:
{
  "formula": "C14H5MoN3O11",
  "method": "the ωB97M-V functional and the def2-TZVPD basis",
  "e_homo_ha": [-0.3183, -0.3183],
  "largest_force_ev_per_a": 4.1,
  "elements": ["Mo", "C", "C", "O", "C", "O", "C", "C", "O", "H", "N", "C", "C", "C", "H", "C", "H", "O", "C", "N", "C", "H", "O", "O", "O", "C", "C", "O", "O", "H", "C", "O", "O", "N"],
  "positions_angstrom": [[-0.611, -0.630, -0.640], [2.690, -3.301, -0.760], [-0.610, 2.854, 2.459], [-0.003, -0.371, 1.011], [-1.183, 4.294, 0.585], [-1.198, -1.024, -2.260], [2.309, -5.916, -0.837], [-0.849, 4.121, 1.926], [-0.424, 5.088, 3.935], [-0.256, 2.753, 3.477], [-1.589, 3.296, -1.637], [0.480, -4.126, -1.294], [-1.165, -2.358, -2.198], [-0.362, 0.360, 2.088], [-0.206, -4.940, -1.485], [-0.781, 1.736, 1.662], [2.835, -1.155, -0.646], [-2.021, -3.090, -2.615], [-1.395, 3.178, -0.205], [-0.682, 5.289, 2.771], [1.784, -4.355, -0.959], [3.729, -3.508, -0.554], [1.371, -6.672, -0.862], [-1.636, 0.807, -0.321], [-0.315, -0.047, 3.212], [2.208, -2.018, -0.848], [0.071, -2.784, -1.446], [-1.225, 2.347, -2.305], [-0.821, 6.370, 2.251], [-1.260, 5.288, 0.162], [-1.295, 1.880, 0.344], [3.513, -5.936, -0.761], [-2.040, 4.325, -2.067], [0.937, -1.753, -1.187]],
  "mulliken_charge": [1.5848, -0.4617, -0.5896, -0.6176, -0.3571, -0.5293, 0.4427, -0.2191, -0.5989, 0.5666, 0.9291, -0.6192, 0.3665, 0.1870, 0.5539, 0.6382, 0.4579, -0.5150, -0.3175, 1.0210, 0.3324, 0.5176, -0.6473, -0.8482, -0.4844, -0.3993, 0.8204, -0.5192, -0.6028, 0.5953, 0.8832, -0.6531, -0.5754, -0.3418]
}

---

Entry 2:
{
  "formula": "C36H48N6O10S2Se2W",
  "method": "the ωB97M-V functional and the def2-TZVPD basis",
  "relative_energy_ev": 0.0000,
  "e_homo_ha": -0.2828,
  "largest_force_ev_per_a": 0.8,
  "elements": ["C", "O", "C", "C", "C", "O", "H", "H", "C", "C", "C", "C", "C", "C", "O", "H", "N", "C", "N", "C", "H", "N", "H", "H", "S", "C", "C", "C", "H", "C", "H", "N", "H", "O", "H", "H", "Se", "C", "C", "H", "C", "H", "C", "C", "C", "H", "C", "C", "O", "H", "H", "H", "N", "H", "H", "H", "H", "O", "C", "H", "H", "H", "H", "C", "W", "S", "H", "H", "H", "C", "H", "H", "O", "H", "H", "H", "H", "C", "Se", "N", "H", "H", "H", "H", "C", "O", "C", "C", "C", "O", "C", "C", "H", "H", "H", "H", "H", "H", "H", "H", "H", "C", "C", "H", "O"],
  "positions_angstrom": [[0.149, -3.708, 0.899], [0.232, -3.150, 1.966], [4.430, -0.879, -2.102], [0.814, 2.569, -1.275], [-0.679, -2.122, -4.758], [6.582, -2.588, 0.452], [-0.978, 1.588, -0.743], [4.243, 0.410, 0.058], [0.088, 4.885, 3.735], [2.500, 4.170, -1.911], [-0.639, -0.887, -0.002], [0.499, 6.553, 1.519], [1.279, 1.837, 3.649], [-1.914, 1.433, 2.089], [-1.747, 6.521, 2.874], [-0.544, -4.308, -5.119], [-0.597, 1.116, 2.210], [-0.350, 1.682, -1.632], [0.268, -2.255, -2.696], [-1.985, -4.918, 1.016], [4.670, -3.604, -1.328], [-2.852, -5.987, 0.528], [0.316, 8.266, 2.819], [6.687, -0.747, -0.519], [-3.196, -6.115, -1.075], [-0.789, 3.889, 4.491], [4.202, -0.630, 0.396], [-5.157, -2.073, -1.714], [-3.570, -1.711, -3.105], [-5.145, -4.255, -0.675], [-5.579, -4.982, -0.002], [0.008, 0.329, -2.095], [2.831, 3.308, 1.346], [2.776, -2.826, -1.379], [0.862, 1.919, 0.764], [-2.719, -6.905, 0.934], [2.409, -0.877, 1.133], [1.320, 2.561, 0.020], [-0.470, -5.089, 0.780], [0.994, 4.416, 3.350], [-0.361, -3.452, -4.492], [4.558, -1.601, -2.909], [4.690, -1.537, -0.745], [-3.405, -3.660, -2.242], [4.055, -2.918, -0.739], [2.328, -3.678, -1.278], [-0.425, -0.060, -3.253], [1.101, 7.663, 2.364], [-4.380, 2.693, 2.367], [1.742, 7.269, 3.154], [-0.037, 6.946, 0.652], [-1.147, -1.721, -5.643], [-3.518, 2.999, 3.169], [-2.174, -4.804, 2.082], [-0.048, -5.731, 1.555], [-0.946, -1.593, 0.770], [-0.961, 0.639, -3.892], [-4.145, -7.187, -1.161], [-5.764, -0.703, -1.853], [6.360, -2.166, 1.289], [3.953, -3.310, 0.275], [2.956, 4.797, -2.666], [1.007, 3.398, -3.241], [-0.137, 1.870, 3.186], [0.991, -1.315, -0.892], [-0.761, 5.615, 2.344], [0.510, -4.350, -2.644], [0.355, 5.707, 4.400], [6.592, -2.203, -1.518], [-0.280, -1.395, -3.634], [-5.450, -0.225, -2.781], [-0.289, -5.516, -0.203], [-3.685, 3.744, 4.121], [1.712, 8.312, 1.739], [-0.271, 3.577, 5.397], [-6.852, -0.750, -1.842], [3.882, 4.743, -0.374], [-2.233, 2.410, 2.976], [2.687, -0.016, -2.317], [-1.088, 2.705, 3.692], [-0.952, 2.152, -2.415], [-2.332, -3.993, 0.548], [-2.581, 0.957, 1.389], [1.413, 2.328, 4.612], [-4.012, -2.422, -2.417], [0.604, -3.211, -0.248], [-3.977, -4.564, -1.366], [1.402, 3.386, -2.231], [6.208, -1.729, -0.613], [-2.007, -6.157, -1.884], [-5.723, -3.013, -0.849], [0.207, -3.486, -3.212], [4.851, -0.727, 1.270], [-1.729, 4.349, 4.779], [-6.627, -2.761, -0.307], [-2.499, -3.923, -2.774], [-1.336, -0.066, -0.081], [-5.460, -0.056, -1.025], [1.232, 5.828, 1.158], [1.592, 0.798, 3.731], [5.141, -0.064, -2.254], [3.018, 4.141, -0.623], [2.422, 3.338, 0.342], [1.933, 2.307, 2.912], [-1.162, 4.556, 1.452]],
  "mulliken_charge": [0.2301, -0.5438, -1.5267, 0.4972, -1.0444, -0.5353, -0.0513, 0.2119, -0.4569, -0.9904, -0.9596, 0.0192, -1.3629, -0.2215, -0.7267, 0.4215, -0.0449, -1.9934, 0.7406, -0.6649, 0.5919, -0.3289, 0.3332, 0.4092, 1.4410, -1.5322, -1.4508, 0.7962, 0.3855, -0.5334, 0.4246, 0.3707, 0.3706, -0.1837, -0.6071, 0.2890, -0.1573, 1.9714, -0.5983, 0.3776, -0.8467, 0.4242, 2.3030, -0.1739, -1.4911, 0.1922, -0.2106, -1.2800, -0.6413, 0.3034, 0.4607, 0.5217, 1.1594, 0.3628, 0.3541, 0.3386, 0.4565, -0.7617, -1.4877, 0.3525, 0.2940, 0.4384, 0.3655, 0.6584, 1.4595, 1.2289, 0.2839, 0.6594, 0.4837, -0.0205, 0.3773, 0.2765, -0.6661, 0.4055, 0.4394, 0.4104, 0.5319, -0.6498, -0.0773, 0.3175, 0.7068, 0.2164, 0.7265, 0.3500, -0.3970, 0.0046, -0.2625, 0.0610, -1.3263, -0.6332, -0.7089, -0.5015, 0.6397, 0.4750, 0.4151, 0.3892, 0.4376, 0.2499, -0.1281, 0.3893, 0.5524, -0.8676, -1.3061, 0.1287, -0.5307]
}

---

Entry 3:
{
  "formula": "C3H3NO4",
  "method": "the ωB97M-V functional and the def2-TZVPD basis",
  "smiles": "O=c1on(O)cc1O",
  "relative_energy_ev": 5.9185,
  "e_homo_ha": -0.3464,
  "largest_force_ev_per_a": 9.1,
  "elements": ["H", "O", "H", "O", "C", "O", "H", "C", "C", "N", "O"],
  "positions_angstrom": [[-1.951, 0.582, 1.573], [-1.688, -0.315, 1.299], [2.316, -1.527, -1.215], [0.867, 0.781, -0.775], [-0.201, 1.037, 0.153], [-0.415, 2.016, 0.933], [-0.568, -2.117, -0.591], [-0.804, -0.178, 0.480], [-0.378, -1.150, -0.363], [0.736, -0.540, -1.240], [1.654, -1.409, -0.546]],
  "mulliken_charge": [0.3375, -0.4790, 0.3606, -0.2006, 0.7643, -0.6085, 0.4987, 0.3952, -0.5932, -0.0550, -0.4201]
}

---

Entry 4:
{
  "formula": "CHClFO2S2",
  "method": "the ωB97M-V functional and the def2-TZVPD basis",
  "charge": -1,
  "relative_energy_ev": 2.1355,
  "e_homo_ha": -0.1624,
  "largest_force_ev_per_a": 5.5,
  "elements": ["O", "Cl", "O", "C", "S", "H", "S", "F"],
  "positions_angstrom": [[0.714, -1.783, -0.158], [-1.817, -0.749, 0.309], [0.577, -0.215, 1.739], [-0.686, 0.310, -0.419], [0.845, -0.415, 0.343], [-1.052, 1.749, 0.040], [2.415, 0.691, -0.115], [-0.995, 0.412, -1.739]],
  "mulliken_charge": [-0.6106, -0.1536, -0.5702, 0.0079, 0.8389, 0.2149, -0.5118, -0.2154]
}

---

Entry 5:
{
  "formula": "C29H21Br3CeN3O9S2",
  "method": "the ωB97M-V functional and the def2-TZVPD basis",
  "charge": -1,
  "relative_energy_ev": 0.0000,
  "e_homo_ha": -0.2174,
  "largest_force_ev_per_a": 2.4,
  "elements": ["O", "C", "O", "H", "H", "H", "H", "O", "H", "Ce", "C", "H", "H", "H", "C", "C", "C", "C", "C", "C", "O", "H", "C", "H", "C", "O", "S", "C", "C", "N", "O", "C", "C", "H", "S", "C", "C", "Br", "H", "O", "C", "H", "H", "C", "H", "H", "C", "C", "Br", "C", "H", "N", "O", "C", "C", "C", "C", "C", "H", "O", "Br", "H", "N", "C", "H", "H", "C", "C"],
  "positions_angstrom": [[0.439, 0.107, -1.193], [2.524, -4.293, 0.936], [-2.564, -1.722, 0.068], [-4.660, -4.618, 2.700], [-2.215, 6.880, 1.019], [-3.791, 7.788, -0.652], [-1.717, 4.830, 2.522], [-4.237, -1.022, 1.748], [-3.039, 0.462, -2.810], [-0.513, -1.025, 0.339], [-3.695, -4.148, 2.826], [0.083, 1.625, 0.410], [-1.576, 0.146, -1.527], [-3.275, 2.894, -0.124], [-0.614, 2.442, 0.271], [-2.619, -4.505, 2.031], [-1.607, -0.301, -5.533], [2.811, -1.618, 1.144], [-4.431, 5.850, -1.325], [-3.683, 6.716, -0.540], [-0.224, -2.969, -0.976], [-5.126, 6.244, -2.056], [-0.622, 0.559, -1.965], [2.379, -5.354, 0.793], [-1.710, 4.315, 1.566], [0.857, -2.545, 4.196], [-4.101, 0.627, -0.587], [-0.901, 3.272, 1.443], [-1.390, -3.879, 2.196], [1.928, -2.081, 0.284], [0.353, -1.281, 2.423], [-0.563, 0.073, -3.392], [-2.637, 4.832, 0.544], [-1.324, 2.324, -2.747], [-3.316, -0.553, 0.760], [0.090, -2.196, 3.322], [-2.318, -2.510, 3.950], [2.951, 0.269, 1.215], [-2.503, -0.275, -6.139], [0.808, -4.931, -1.350], [-4.288, 4.477, -1.169], [1.503, -0.416, -3.263], [3.956, -4.435, 2.533], [0.714, -3.841, -0.818], [-0.337, -1.045, -7.080], [-0.541, -4.196, 1.601], [-0.396, -0.731, -6.045], [-3.524, -3.159, 3.782], [-4.994, -2.664, 4.872], [3.402, -3.775, 1.878], [1.676, -1.135, -5.633], [-0.747, 2.015, -1.979], [-2.917, 0.531, -3.776], [-1.698, 0.094, -4.202], [-2.795, 6.208, 0.397], [3.566, -2.402, 1.993], [0.733, -0.780, -5.238], [-3.396, 3.968, -0.242], [4.223, -1.957, 2.724], [-2.075, 0.100, 1.419], [0.101, 2.695, 2.967], [-4.874, 3.797, -1.774], [-1.059, 2.756, -0.880], [0.641, -0.378, -3.916], [-2.736, -5.268, 1.273], [-2.212, -1.725, 4.686], [1.784, -3.404, 0.172], [-1.243, -2.877, 3.146]],
  "mulliken_charge": [-0.5778, -0.7773, -0.3210, 0.4013, 0.4288, 0.3586, 0.4440, -0.5628, 0.0945, 0.2062, -0.3375, 0.7473, -0.6287, -0.4015, -0.0837, -0.7927, -0.6799, 0.3167, -0.4551, -0.5028, -0.3548, 0.3703, 2.0834, 0.4873, -0.8824, -0.6672, -0.3503, 0.1550, 0.1172, 0.0028, -0.1606, -0.2600, 0.3247, 0.3905, 1.0242, -0.0507, -0.0842, -0.0784, 0.4475, -0.7230, -0.5048, 0.4368, 0.3923, 0.4564, 0.3735, 0.2899, -0.3268, -0.2463, -0.2237, -0.3638, 0.4074, -0.2919, -0.6527, 0.6967, -0.4782, -0.6041, -1.0130, 0.6599, 0.4368, -0.3862, -0.2100, 0.4105, -0.5738, -0.4010, 0.4380, 0.5603, 0.6061, 0.4437]
}